Entry 1:
{
  "formula": "C23H28IrN7Sb",
  "method": "ωB97M-V with the def2-TZVPD basis set",
  "species": ["H", "C", "H", "H", "C", "C", "C", "H", "H", "C", "C", "C", "Ir", "C", "N", "C", "H", "N", "N", "C", "C", "H", "H", "H", "H", "H", "C", "H", "N", "H", "C", "C", "H", "C", "N", "C", "H", "C", "C", "H", "H", "H", "N", "H", "C", "H", "C", "H", "N", "Sb", "C", "H", "H", "H", "H", "C", "H", "H", "C", "H"],
  "positions_angstrom": [[4.724, -1.087, 0.719], [-4.856, 0.724, 2.012], [-2.197, -0.439, -3.966], [5.209, -1.343, -4.154], [-3.008, -0.130, 3.513], [-0.716, -1.981, -0.798], [-4.129, -1.694, 1.857], [0.829, -1.816, 0.807], [-3.766, -2.563, 2.409], [-0.675, -0.313, -2.464], [3.673, -1.221, -1.135], [-1.643, 1.698, 2.364], [1.097, -0.037, -0.087], [-1.800, -0.861, -3.053], [1.425, 1.823, -0.706], [0.939, 3.773, -1.904], [4.230, -2.709, 0.285], [-0.206, -0.869, -1.337], [-1.963, 0.418, 2.618], [2.383, -0.110, -2.761], [-4.295, -0.479, 2.763], [1.466, 5.606, -0.912], [-3.432, -1.487, 1.038], [3.162, -0.070, -4.751], [3.636, 1.421, 1.136], [-3.297, -2.400, -2.916], [-1.844, -2.562, -1.346], [-3.186, 0.641, 4.261], [-0.438, 0.439, 1.222], [2.087, 0.629, 1.496], [1.468, 4.525, -0.855], [4.467, -1.116, -3.400], [-2.564, -0.996, 4.001], [2.589, 1.638, 1.349], [2.570, -0.524, -1.473], [0.079, -2.532, 0.349], [-2.123, 2.546, 2.824], [1.997, 2.511, 0.285], [3.911, -1.667, 0.276], [0.682, -3.380, 0.019], [-4.205, 1.021, 1.182], [3.040, -1.582, 0.924], [-1.188, -0.362, 1.891], [0.560, 4.262, -2.792], [3.317, -0.397, -3.731], [-4.996, -0.739, 3.561], [2.036, 3.890, 0.241], [-0.543, -2.832, 1.189], [-0.673, 1.726, 1.476], [0.669, 1.042, -3.482], [4.634, -1.527, -2.101], [-5.002, 1.584, 2.667], [5.507, -2.092, -1.800], [2.501, 4.449, 1.042], [-2.259, -3.460, -0.908], [-2.408, -1.973, -2.469], [-5.087, -1.959, 1.411], [-5.825, 0.479, 1.580], [0.928, 2.394, -1.811], [2.509, 2.070, 2.346]],
  "forces_ev_per_a": [[0.0, 0.0, 0.0], [0.0, 0.0, 0.0], [0.0, 0.0, 0.0], [0.0, 0.0, 0.0], [0.0, 0.0, 0.0], [0.0, -0.1, 0.1], [0.0, 0.0, 0.0], [0.0, -0.1, 0.0], [0.0, 0.0, 0.0], [0.1, 0.0, -0.1], [0.1, 0.0, -0.1], [-0.1, 0.0, 0.0], [0.4, -0.9, -0.3], [0.0, -0.1, 0.0], [-0.6, 0.1, 0.4], [0.1, 0.0, 0.0], [0.0, 0.0, 0.0], [-0.1, 0.3, 0.2], [0.1, 0.0, 0.0], [-0.1, 0.0, -0.1], [0.0, 0.0, 0.0], [0.0, 0.0, 0.0], [0.0, 0.0, 0.0], [0.0, 0.0, 0.0], [0.0, 0.0, 0.0], [0.0, 0.0, 0.0], [0.0, 0.0, -0.1], [0.0, 0.0, 0.0], [0.4, 0.7, -0.3], [0.1, 0.0, 0.0], [0.0, 0.0, 0.0], [0.0, 0.0, -0.1], [0.0, 0.0, 0.0], [0.1, -0.1, 0.0], [-0.1, 0.1, 0.2], [0.0, 0.0, -0.1], [0.0, 0.0, 0.0], [0.0, 0.1, 0.1], [0.0, 0.0, 0.0], [0.0, 0.0, 0.0], [0.0, 0.0, 0.0], [0.0, 0.0, 0.0], [-0.2, 0.0, 0.1], [0.0, 0.0, 0.0], [0.1, 0.0, 0.0], [0.0, 0.0, 0.0], [0.0, 0.1, -0.1], [0.0, 0.1, 0.0], [-0.3, 0.1, 0.3], [0.0, 0.1, 0.1], [0.0, 0.0, 0.1], [0.0, 0.0, 0.0], [0.0, 0.0, 0.0], [0.0, 0.0, 0.0], [0.0, 0.0, 0.0], [0.0, 0.0, 0.0], [0.0, 0.0, 0.0], [0.0, 0.0, 0.0], [0.1, -0.1, -0.2], [-0.1, 0.0, 0.0]],
  "nbo_charge": [0.268, -0.620, 0.267, 0.269, -0.215, 0.232, -0.614, 0.160, 0.224, -0.096, 0.260, 0.203, 1.056, -0.232, -0.399, -0.231, 0.278, -0.406, -0.114, -0.112, -0.235, 0.271, 0.176, 0.255, 0.280, 0.271, -0.207, 0.246, -0.155, 0.175, -0.071, -0.083, 0.247, -0.596, -0.502, -0.579, 0.271, 0.245, -0.664, 0.286, 0.184, 0.198, -0.008, 0.267, -0.241, 0.250, -0.201, 0.297, -0.267, 1.252, -0.208, 0.227, 0.264, 0.270, 0.271, -0.076, 0.247, 0.253, -0.091, 0.301],
  "total_charge": 3,
  "total_energy_ev": -44086.0972,
  "homo_lumo_gap_ha": 0.308,
  "de_lowest_ev": 0.136,
  "fmax_ev_per_a": 1.06
}

***

Entry 2:
{
  "formula": "C34H46N3O6",
  "method": "ωB97M-V with the def2-TZVPD basis set",
  "species": ["N", "H", "H", "H", "C", "H", "C", "H", "C", "C", "H", "C", "C", "C", "H", "H", "C", "O", "C", "H", "H", "H", "H", "O", "N", "C", "O", "C", "H", "H", "C", "H", "C", "C", "H", "H", "H", "H", "C", "C", "O", "H", "C", "H", "H", "C", "H", "C", "H", "C", "H", "H", "H", "C", "C", "H", "H", "C", "H", "H", "O", "H", "C", "H", "C", "H", "H", "H", "C", "H", "H", "C", "C", "C", "C", "H", "N", "C", "C", "C", "H", "H", "H", "H", "H", "H", "H", "O", "C"],
  "positions_angstrom": [[3.360, 1.759, -1.507], [-0.239, -0.635, -3.073], [4.271, 0.833, -3.115], [-2.928, 0.083, 0.869], [3.121, -3.683, -0.917], [2.820, -2.785, 2.342], [-5.733, 4.203, -0.844], [4.029, -3.434, 3.425], [2.072, 2.103, -1.095], [4.143, -4.274, 1.463], [3.999, -2.333, 0.473], [0.106, -3.445, 2.740], [4.535, 2.415, -1.100], [-0.827, -0.485, -2.155], [-4.861, 0.294, -0.657], [-0.362, 0.314, -1.579], [-5.675, 2.073, 0.226], [1.676, -5.313, 0.029], [-5.059, 5.124, -1.843], [-0.586, -5.207, -0.604], [-6.041, 4.774, 0.049], [-0.977, 5.295, -1.093], [-3.644, 1.268, 1.981], [1.107, 1.442, -1.475], [4.348, 3.592, -0.362], [-2.785, 2.120, 0.228], [-0.787, -1.670, -1.350], [1.733, -4.155, -0.440], [-5.681, 6.021, -1.935], [6.021, 4.628, -1.057], [0.684, 3.663, 0.194], [3.926, -0.234, -1.728], [1.914, 3.272, -0.244], [-4.912, 0.766, 0.333], [-6.604, 1.938, -0.340], [0.495, -4.703, 4.443], [-0.796, 1.347, 0.598], [-0.634, -2.754, 3.172], [1.037, -3.970, 3.832], [-0.695, 3.347, -0.177], [3.009, 5.246, 0.521], [6.272, 3.686, 0.425], [3.309, -3.721, 2.643], [5.313, 5.213, 0.484], [-1.142, -5.199, 2.759], [4.140, -3.383, 0.192], [-6.649, 3.773, -1.263], [-3.542, 3.182, -0.357], [0.162, -5.240, 1.588], [0.480, -2.035, -1.015], [-3.102, 5.960, -2.211], [-5.972, 2.436, 1.228], [-2.308, 0.933, -2.751], [5.567, 4.335, -0.103], [3.544, 0.589, -2.341], [0.762, 4.563, 0.823], [2.793, -5.159, 4.140], [-2.256, -0.113, -2.426], [-1.845, -3.046, 1.118], [-5.033, 4.635, -2.825], [5.651, 1.994, -1.389], [-2.850, -0.215, -1.512], [-1.390, 2.177, 0.204], [2.588, 0.300, -2.770], [3.094, 4.124, 0.021], [-5.485, 0.092, 0.975], [-1.474, -3.795, -1.252], [-2.675, -0.770, -3.194], [-3.520, 1.006, 0.912], [5.142, -3.462, -0.258], [3.000, -2.803, -1.564], [-0.600, -4.585, 2.026], [2.295, -4.670, 3.293], [-2.860, 4.326, -0.860], [-1.514, -4.073, 0.914], [-2.400, -4.715, 0.880], [-4.902, 3.091, -0.455], [-3.647, 5.494, -1.381], [-1.475, 4.377, -0.764], [-0.812, -4.143, -0.446], [1.312, -3.142, 4.496], [3.523, -4.510, -1.517], [3.850, -5.300, 1.197], [0.659, -2.866, 1.986], [2.021, -5.464, 2.584], [-3.738, 6.267, -0.596], [5.193, -4.314, 1.804], [1.433, -1.275, -1.150], [0.506, -3.393, -0.521]],
  "forces_ev_per_a": [[0.6, 0.8, 0.5], [-0.2, 0.1, 0.2], [0.0, -0.1, 0.0], [-0.1, 0.1, 0.1], [-0.6, -0.1, -0.2], [-0.1, -0.2, -0.1], [0.1, 0.2, 0.1], [-0.2, 0.2, -0.1], [-1.1, -1.5, -1.2], [0.3, 0.1, -0.2], [0.1, -0.1, 0.2], [0.1, 0.0, 0.1], [-0.3, -0.7, -0.2], [0.3, 0.4, 0.9], [0.1, 0.2, 0.2], [-0.2, -0.4, -0.4], [0.2, 0.0, 0.2], [0.6, -0.4, -0.2], [0.0, -0.1, -0.1], [0.0, 0.2, -0.1], [0.0, 0.1, 0.0], [-0.1, -0.2, 0.1], [0.2, -0.1, -0.3], [1.8, 1.7, 0.5], [-0.7, -0.1, 0.0], [0.1, 0.8, -0.7], [-0.6, 0.9, -0.8], [-1.1, 0.3, 0.5], [0.2, -0.1, -0.1], [0.0, 0.0, 0.3], [1.5, 1.1, -0.6], [-0.1, 0.0, -0.2], [-0.8, 0.0, 0.4], [-0.1, -0.1, -0.1], [0.1, -0.1, 0.1], [-0.1, 0.1, 0.1], [-0.3, 0.2, 0.0], [0.1, -0.1, 0.0], [0.1, 0.0, -0.1], [-1.6, -0.5, -0.3], [0.3, -1.3, -0.4], [-0.1, 0.2, -0.1], [0.2, 0.2, 0.1], [0.0, -0.1, 0.0], [-0.1, 0.2, 0.0], [0.1, 0.1, 0.1], [0.0, 0.2, -0.1], [1.4, 0.0, 0.2], [-0.2, 0.1, 0.0], [0.8, -2.2, 0.8], [-0.1, 0.0, 0.2], [0.1, -0.1, -0.1], [-0.1, -0.2, -0.1], [0.3, 0.1, -0.1], [0.2, -0.5, -0.2], [-0.1, -0.2, -0.3], [-0.1, -0.1, -0.1], [-0.3, -0.3, -0.3], [0.0, -0.1, 0.1], [0.1, 0.0, 0.2], [-1.4, 0.8, 0.4], [0.1, 0.0, -0.1], [0.3, 0.6, 0.4], [0.1, 0.0, 0.2], [0.5, 0.9, 0.6], [0.1, 0.0, 0.0], [0.1, -0.2, 0.3], [-0.2, 0.2, 0.1], [-0.1, -0.4, 0.3], [-0.2, 0.2, 0.0], [0.2, -0.2, 0.2], [0.1, 0.0, 0.1], [0.1, -0.1, 0.0], [0.0, -1.0, 0.3], [-0.1, -0.3, -0.2], [-0.2, 0.1, -0.1], [-1.0, -0.2, -0.2], [-0.2, 0.5, -0.2], [0.4, 0.0, 0.7], [0.4, -0.2, 0.1], [0.2, -0.1, 0.0], [-0.2, 0.0, 0.1], [-0.1, 0.3, 0.1], [-0.1, -0.1, 0.2], [0.0, 0.3, 0.1], [0.1, -0.3, -0.2], [-0.3, -0.1, -0.1], [0.0, 0.5, -0.2], [0.8, 0.5, -0.9]],
  "lowdin_charge": [0.035, 0.132, 0.092, 0.118, -0.125, 0.102, -0.185, 0.099, -0.321, -0.200, 0.099, -0.221, -0.406, -0.242, 0.111, 0.063, -0.177, -0.066, -0.172, 0.107, 0.129, 0.126, 0.129, 0.063, 0.015, -0.143, -0.042, -0.377, 0.109, 0.100, 0.083, 0.100, -0.027, -0.170, 0.116, 0.099, 0.139, 0.106, -0.221, -0.194, 0.059, 0.097, -0.202, 0.083, 0.105, -0.200, 0.116, -0.106, 0.088, -0.475, 0.115, 0.129, 0.081, -0.020, -0.006, 0.135, 0.099, -0.062, 0.098, 0.119, 0.086, 0.051, 0.024, 0.087, -0.337, 0.114, 0.102, 0.074, -0.142, 0.096, 0.087, -0.221, -0.213, -0.149, -0.203, 0.093, -0.087, -0.150, 0.011, -0.175, 0.101, 0.110, 0.101, 0.101, 0.098, 0.124, 0.092, 0.013, -0.120],
  "total_charge": -1,
  "total_energy_ev": -52762.6755,
  "homo_lumo_gap_ha": 0.172,
  "fmax_ev_per_a": 2.49
}